No. 1
DFT (ωB97M-V with the def2-TZVPD basis set) results for 2 unconnected molecules or ions with the total composition C4H10N2O3 at a distorted geometry.

```
19
Properties=species:S:1:pos:R:3:nbo_charge:R:1
C 1.80 0.04 -0.73 -0.749
C 0.41 -0.53 -0.70 0.547
O 0.14 -1.67 -1.00 -0.575
C -0.84 0.59 -0.59 0.571
N -0.98 1.12 -1.91 -0.859
O -1.96 -0.17 -0.23 -0.738
O -0.61 1.54 0.33 -0.756
H 2.54 -0.75 -0.63 0.229
H 1.93 0.77 0.07 0.242
H 1.97 0.56 -1.68 0.249
H -0.37 0.74 -2.61 0.369
H -0.92 2.14 -1.90 0.385
H -1.94 -0.99 -0.76 0.486
H -0.60 1.05 1.31 0.494
C 0.25 -1.05 2.11 0.010
N -0.58 -0.11 2.30 -0.628
H 1.29 -0.78 1.97 0.172
H 0.02 -2.11 2.19 0.177
H -1.54 -0.40 2.47 0.377
```

The calculation puts the strongest force on any atom at 2.852 eV/Å. The SMILES is CC(=O)C(N)(O)O.C=N. As for the multiplicity: 1. The value obtained for the relative energy (zero: lowest compared OMol25 entry of this formula, charge and spin) is 210.8 kJ/mol.

No. 2
DFT (ωB97M-V with the def2-TZVPD basis set) results for 2 unconnected molecules or ions with the total composition C4H10N2O3 at a distorted geometry.

```
19
Properties=species:S:1:pos:R:3:nbo_charge:R:1
N 1.70 -1.33 -1.36 -0.820
C 0.97 -1.22 -0.19 0.762
O 1.34 -1.76 0.85 -0.657
N -0.48 -1.10 -0.44 0.019
O -0.93 -0.88 -1.74 -0.542
O -1.31 -1.76 0.48 -0.565
H 2.69 -1.45 -1.21 0.401
H 1.43 -0.70 -2.10 0.400
H -1.73 -1.45 -1.72 0.486
H -0.66 -2.06 1.14 0.507
C 1.03 1.27 0.47 -0.485
C -0.27 1.53 0.14 -0.106
C -1.38 1.59 1.12 -0.658
H 1.29 1.02 1.50 0.205
H 1.83 1.59 -0.18 0.202
H -0.48 1.92 -0.86 0.192
H -1.58 2.63 1.41 0.225
H -1.15 0.98 2.00 0.218
H -2.30 1.20 0.68 0.216
```

The calculation puts the strongest force on any atom at 5.455 eV/Å. The SMILES is NC(=O)N(O)O.C=CC. As for the multiplicity: 1. The value obtained for the relative energy (zero: lowest compared OMol25 entry of this formula, charge and spin) is 550.6 kJ/mol.

No. 3
DFT (ωB97M-V with the def2-TZVPD basis set) results for 2 unconnected molecules or ions with the total composition C4H10N2O4S2 at a distorted geometry.

```
22
Properties=species:S:1:pos:R:3:nbo_charge:R:1
C 1.26 -0.90 1.37 -0.663
C 0.49 1.68 -1.88 -0.873
C -2.21 -0.57 1.81 -0.860
C 0.41 -0.21 0.34 -0.458
N 0.20 -1.50 -1.95 -0.306
N 0.10 -1.80 -0.82 -0.020
O 1.92 2.08 0.35 -0.911
O 2.54 0.26 -1.06 -0.955
O -2.03 0.14 -0.71 -0.950
O -1.12 1.73 0.89 -0.936
S 1.49 1.04 -0.51 2.184
S -1.29 0.33 0.57 2.113
H 1.03 -1.97 1.61 0.234
H 1.12 -0.34 2.23 0.229
H 2.21 -0.95 1.05 0.250
H 0.65 2.76 -1.80 0.254
H 0.89 1.35 -2.81 0.251
H -0.54 1.39 -1.78 0.277
H -2.01 -0.37 2.89 0.266
H -3.16 -0.29 1.35 0.275
H -2.18 -1.56 1.53 0.245
H 0.20 -2.29 -2.68 0.357
```

The calculation puts the strongest force on any atom at 3.885 eV/Å. As for the multiplicity: 1. The value obtained for the relative energy (zero: lowest compared OMol25 entry of this formula, charge and spin) is 267.3 kJ/mol.

No. 4
DFT (ωB97M-V with the def2-TZVPD basis set) results for 3 unconnected molecules or ions with the total composition C4H10N2OS at a distorted geometry.

```
18
Properties=species:S:1:pos:R:3:nbo_charge:R:1
C -4.10 -0.09 -0.68 -0.378
C 3.59 1.04 0.47 -0.036
C -4.57 0.29 0.49 -0.382
C 2.84 -1.07 -0.19 -0.450
N 0.09 1.38 -0.47 -0.979
N 2.81 0.36 -0.24 -0.422
O -0.48 -0.74 0.76 -0.901
S -0.92 0.56 0.28 1.443
H -3.10 0.14 -0.99 0.175
H -4.70 -0.65 -1.37 0.195
H 4.33 0.61 1.16 0.146
H 3.53 2.11 0.40 0.175
H -3.98 0.86 1.20 0.189
H -5.57 0.04 0.81 0.194
H 3.57 -1.46 0.53 0.173
H 1.83 -1.41 0.07 0.236
H 3.06 -1.44 -1.19 0.210
H 1.06 1.08 -0.63 0.414
```

The calculation puts the strongest force on any atom at 1.944 eV/Å. As for the multiplicity: 1. The value obtained for the relative energy (zero: lowest compared OMol25 entry of this formula, charge and spin) is 336.8 kJ/mol.

No. 5
DFT (ωB97M-V with the def2-TZVPD basis set) results for 2 unconnected molecules or ions with the total composition C4H10N2OS at a distorted geometry.

```
18
Properties=species:S:1:pos:R:3:nbo_charge:R:1
C 3.78 1.50 -0.60 -0.742
C -2.19 -0.28 -1.09 -0.464
C -0.80 -0.86 -1.15 -0.256
C -1.98 1.02 -0.23 -0.236
N -0.04 0.02 -0.32 -0.478
N -0.83 0.65 0.62 -0.457
O 4.98 -0.58 -0.52 -0.915
S 3.92 0.15 0.23 1.196
H 4.31 1.72 -1.51 0.241
H 2.97 2.19 -0.32 0.220
H -2.76 -0.06 -2.04 0.223
H -2.87 -1.01 -0.52 0.205
H -0.55 -1.93 -0.72 0.190
H -0.27 -0.83 -2.05 0.208
H -1.64 1.87 -1.00 0.174
H -2.83 1.37 0.35 0.208
H 0.44 0.81 -0.79 0.344
H -1.12 -0.05 1.35 0.339
```

The calculation puts the strongest force on any atom at 4.345 eV/Å. As for the multiplicity: 1. The value obtained for the relative energy (zero: lowest compared OMol25 entry of this formula, charge and spin) is 441.5 kJ/mol.

No. 6
DFT (ωB97M-V with the def2-TZVPD basis set) results for C4H10N2OS in the gas phase at a distorted geometry.

```
18
Properties=species:S:1:pos:R:3:nbo_charge:R:1
C 1.11 2.19 0.42 -0.406
C 0.46 -1.32 -0.25 -0.401
C -0.94 -1.65 0.12 -0.256
C 0.57 0.10 -0.79 -0.278
N -1.54 -0.72 1.02 -0.829
N 0.20 0.99 0.25 -0.669
O -2.05 0.41 -1.04 -0.948
S -1.64 0.83 0.30 1.554
H 1.35 2.42 1.47 0.201
H 0.75 3.15 -0.02 0.189
H 1.10 -1.39 0.62 0.192
H 0.84 -1.95 -1.11 0.205
H -1.62 -1.64 -0.74 0.229
H -0.96 -2.62 0.66 0.200
H 1.59 0.10 -1.10 0.204
H -0.17 0.09 -1.56 0.219
H -1.04 -0.86 1.94 0.388
H 2.00 1.86 -0.20 0.207
```

The calculation puts the strongest force on any atom at 2.538 eV/Å. As for the multiplicity: 1. The value obtained for the relative energy (zero: lowest compared OMol25 entry of this formula, charge and spin) is 319.4 kJ/mol.

No. 7
DFT (ωB97M-V with the def2-TZVPD basis set) results for a gas-phase ion, C4H10N2OS (charge +1) at a distorted geometry.

```
18
Properties=species:S:1:pos:R:3:nbo_charge:R:1
C 0.82 -1.06 -0.52 -0.212
N 1.47 -0.34 0.57 -0.655
C 1.03 0.04 1.81 0.770
N -0.10 -0.64 2.27 -0.883
O 1.50 0.93 2.47 -0.591
C -0.71 -0.95 -0.55 -0.474
C -1.16 0.48 -0.63 -0.498
S -1.34 0.85 -2.46 0.634
H 1.16 -0.60 -1.46 0.186
H 1.24 -2.06 -0.57 0.234
H 2.36 0.02 0.29 0.415
H -0.42 -0.23 3.12 0.419
H -0.39 -1.59 2.06 0.395
H -0.96 -1.66 -1.37 0.261
H -1.21 -1.55 0.20 0.275
H -2.15 0.67 -0.21 0.281
H -0.38 1.15 -0.28 0.284
H -0.05 0.96 -2.90 0.159
```

The calculation puts the strongest force on any atom at 3.075 eV/Å. Its charge is +1. As for the multiplicity: 2. The value obtained for the relative energy (zero: lowest compared OMol25 entry of this formula, charge and spin) is 75.5 kJ/mol.

No. 8
DFT (ωB97M-V with the def2-TZVPD basis set) results for a gas-phase ion, C4H10N2OS (charge +1) at a distorted geometry.

```
18
Properties=species:S:1:pos:R:3:nbo_charge:R:1
C 0.01 0.51 0.73 -0.241
N -0.45 -0.58 1.60 -0.612
C 0.28 -0.88 2.72 0.521
O 1.24 -0.23 3.06 -0.557
C -0.39 0.30 -0.72 -0.071
C 0.83 0.06 -1.59 -0.631
S 1.32 -1.59 -1.96 0.683
N -0.96 1.56 -1.21 -0.819
H -0.48 1.41 1.09 0.233
H 1.09 0.60 0.86 0.236
H -0.95 -1.33 1.14 0.385
H -0.11 -1.74 3.27 0.138
H -1.13 -0.51 -0.80 0.177
H 0.69 0.50 -2.60 0.323
H 1.70 0.69 -1.32 0.321
H 0.21 -2.16 -1.44 0.147
H -1.72 1.85 -0.61 0.394
H -1.17 1.53 -2.20 0.374
```

The calculation puts the strongest force on any atom at 1.359 eV/Å. Its charge is +1. As for the multiplicity: 2. The value obtained for the relative energy (zero: lowest compared OMol25 entry of this formula, charge and spin) is 125.9 kJ/mol.

No. 9
DFT (ωB97M-V with the def2-TZVPD basis set) results for a molecular structure, C4H10N2S at a distorted geometry.

```
17
Properties=species:S:1:pos:R:3:nbo_charge:R:1
C -0.17 0.40 -0.92 -0.240
C 0.59 -1.00 -0.57 -0.367
C -0.18 -1.65 0.57 -0.635
C -0.20 1.74 1.21 -0.436
N 1.65 1.63 -0.24 -0.388
N 0.33 1.49 -0.15 -0.234
S 2.35 -0.47 -0.28 0.018
H -0.18 0.89 -1.95 0.215
H -1.25 0.37 -0.63 0.204
H 0.55 -1.63 -1.50 0.235
H -1.26 -1.46 0.55 0.204
H 0.14 -1.40 1.56 0.223
H -0.17 -2.70 0.34 0.219
H -0.17 1.04 2.00 0.198
H 0.47 2.61 1.61 0.226
H -1.23 2.13 1.16 0.205
H 1.89 1.73 -1.28 0.352
```

The calculation puts the strongest force on any atom at 4.118 eV/Å. As for the multiplicity: 1. The value obtained for the relative energy (zero: lowest compared OMol25 entry of this formula, charge and spin) is 284.1 kJ/mol.

No. 10
DFT (ωB97M-V with the def2-TZVPD basis set) results for C4H10N2S in the gas phase at a distorted geometry.

```
17
Properties=species:S:1:pos:R:3:nbo_charge:R:1
H -0.89 -1.73 1.32 0.327
N -1.82 -1.45 0.96 -0.661
C -1.55 -0.15 0.94 0.189
N -2.57 0.79 0.71 -0.793
S -0.01 0.50 1.20 0.262
C 1.19 0.16 0.07 -0.426
C 0.87 1.21 -1.13 -0.631
C 1.47 -1.20 -0.29 -0.628
H -2.19 1.59 0.69 0.365
H -3.50 0.63 0.38 0.408
H 2.12 0.35 0.64 0.251
H 1.33 2.35 -1.04 0.238
H 1.22 0.92 -2.20 0.212
H -0.24 1.10 -1.20 0.214
H 2.33 -1.40 -0.95 0.231
H 1.71 -1.90 0.60 0.226
H 0.51 -1.79 -0.70 0.217
```

The calculation puts the strongest force on any atom at 8.111 eV/Å. The SMILES is [H]/N=C(/N)SC(C)C. As for the multiplicity: 1. The value obtained for the relative energy (zero: lowest compared OMol25 entry of this formula, charge and spin) is 262.2 kJ/mol.

No. 11
DFT (ωB97M-V with the def2-TZVPD basis set) results for 2 unconnected molecules or ions with the total composition C4H10N2S at a distorted geometry.

```
17
Properties=species:S:1:pos:R:3:nbo_charge:R:1
C -0.90 -0.29 -0.01 0.101
C 1.60 -0.80 -1.17 -0.679
C 1.64 0.99 0.30 -0.655
C 1.32 -0.44 0.24 -0.119
N -1.23 -0.64 -1.17 -0.708
N -3.16 0.16 1.26 -1.007
S -1.46 0.60 1.40 0.419
H 2.07 -1.73 -1.27 0.209
H 0.65 -0.80 -1.75 0.267
H 2.36 -0.14 -1.61 0.202
H 2.69 1.30 0.37 0.211
H 1.21 1.52 1.17 0.200
H 1.26 1.45 -0.63 0.216
H 1.36 -1.00 1.13 0.210
H -2.18 -0.59 -1.45 0.366
H -3.49 -0.61 1.84 0.383
H -3.75 1.03 1.34 0.382
```

The calculation puts the strongest force on any atom at 4.571 eV/Å. As for the multiplicity: 1. The value obtained for the relative energy (zero: lowest compared OMol25 entry of this formula, charge and spin) is 344.1 kJ/mol.

No. 12
DFT (ωB97M-V with the def2-TZVPD basis set) results for C4H10N2S2 in the gas phase at a distorted geometry.

```
18
Properties=species:S:1:pos:R:3:nbo_charge:R:1
H 1.58 0.71 2.52 0.360
N 1.03 1.45 2.11 -0.676
C -0.04 1.02 1.60 0.275
N -0.83 1.83 0.77 -0.795
S -0.26 3.37 0.34 0.200
S -0.64 -0.65 1.76 0.175
C -0.77 -1.05 -0.02 -0.495
C 0.55 -1.11 -0.72 -0.419
C 0.48 -1.67 -2.13 -0.602
H -1.82 1.77 0.93 0.401
H -0.15 3.90 1.56 0.100
H -1.44 -0.32 -0.43 0.219
H -1.27 -2.04 -0.07 0.221
H 1.21 -1.74 -0.16 0.205
H 0.98 -0.11 -0.70 0.207
H 1.38 -1.32 -2.62 0.219
H 0.41 -2.75 -2.11 0.206
H -0.41 -1.30 -2.62 0.202
```

The calculation puts the strongest force on any atom at 1.612 eV/Å. The SMILES is [H]/N=C(/NS)SCCC. As for the multiplicity: 1. The value obtained for the relative energy (zero: lowest compared OMol25 entry of this formula, charge and spin) is 62.0 kJ/mol.

No. 13
DFT (ωB97M-V with the def2-TZVPD basis set) results for C4H10N2S2 in the gas phase at a distorted geometry.

```
18
Properties=species:S:1:pos:R:3:nbo_charge:R:1
C -2.00 1.94 1.06 -0.450
N -1.49 1.45 -0.21 -0.500
C -0.61 0.53 -0.28 0.431
N -0.25 0.07 -1.49 -0.746
S 1.39 -0.23 -1.92 0.174
C -0.13 -0.10 1.05 -0.412
C 1.18 0.56 1.52 -0.617
S 0.17 -1.86 0.92 -0.015
H -1.26 2.42 1.74 0.188
H -2.52 1.18 1.67 0.184
H -2.77 2.72 0.90 0.208
H -0.83 0.51 -2.19 0.410
H 1.36 -1.58 -1.99 0.118
H -0.86 0.12 1.82 0.238
H 1.97 0.19 0.89 0.221
H 1.44 0.24 2.54 0.219
H 1.15 1.66 1.44 0.222
H -1.13 -2.20 0.82 0.127
```

The calculation puts the strongest force on any atom at 3.735 eV/Å. The SMILES is C/N=C(/NS)[C@H](C)S. As for the multiplicity: 1. The value obtained for the relative energy (zero: lowest compared OMol25 entry of this formula, charge and spin) is 112.0 kJ/mol.

No. 14
DFT (ωB97M-V with the def2-TZVPD basis set) results for a gas-phase ion, C4H10N3 (charge +1) at a distorted geometry.

```
17
Properties=species:S:1:pos:R:3:nbo_charge:R:1
C -0.02 1.72 -0.86 0.369
C 1.34 1.05 0.93 -0.275
C -0.10 0.43 1.51 -0.298
C -0.36 -1.18 -1.53 -0.427
N 1.02 1.71 -0.26 -0.282
N -0.95 0.11 0.53 -0.415
N -0.85 -1.24 -0.15 -0.394
H -0.43 2.05 -1.72 0.221
H 1.86 1.65 1.54 0.239
H 2.19 0.25 0.76 0.235
H -0.01 -0.40 2.26 0.224
H -0.68 1.14 2.08 0.255
H -0.18 -2.14 -1.97 0.242
H -1.09 -0.60 -2.09 0.244
H 0.61 -0.99 -1.37 0.222
H -1.85 -1.60 -0.13 0.427
H -0.49 -1.96 0.45 0.413
```

The calculation puts the strongest force on any atom at 6.210 eV/Å. Its charge is +1. As for the multiplicity: 1. The value obtained for the relative energy (zero: lowest compared OMol25 entry of this formula, charge and spin) is 616.6 kJ/mol.